Computed, not measured: a 6-piece molecular cluster, C24H30N6 overall in a non-equilibrium geometry, with the ωB97M-V functional and the def2-TZVPD basis.

Geometry as ORCA input:
```
! wB97M-V def2-TZVPD RIJCOSX def2/J DEFGRID3
* xyz 0 1
N -1.455 -1.232 -2.103
C -0.647 -2.312 -1.829
C -1.458 -3.400 -1.697
C -2.954 -2.977 -1.810
C -2.705 -1.578 -2.100
H -0.921 -0.280 -2.265
H 0.533 -2.252 -1.733
H -1.066 -4.491 -1.706
H -3.731 -3.609 -1.812
H -3.675 -0.982 -2.339
N 4.806 3.386 -0.241
C 4.377 2.730 0.807
C 3.056 3.147 0.831
C 2.773 4.073 -0.335
C 3.996 4.376 -0.882
H 5.837 3.391 -0.513
H 4.822 2.010 1.579
H 2.322 2.668 1.433
H 1.777 4.534 -0.575
H 4.364 4.887 -1.565
N -2.561 -2.684 1.458
C -3.901 -2.687 1.611
C -4.149 -2.749 3.022
C -2.763 -2.884 3.641
C -1.797 -2.770 2.660
H -2.318 -2.529 0.489
H -4.560 -2.549 0.897
H -4.860 -2.427 3.499
H -2.562 -2.729 4.712
H -0.829 -2.577 2.815
N 1.405 -0.914 1.335
C 1.991 -0.187 0.369
C 2.959 -1.046 -0.184
C 2.703 -2.514 0.473
C 1.851 -2.260 1.512
H 0.660 -0.504 1.811
H 1.796 0.854 -0.012
H 3.559 -0.786 -0.965
H 3.178 -3.463 0.196
H 1.357 -2.658 2.157
N 0.795 1.253 -3.426
C -0.195 1.293 -4.440
C -1.088 2.204 -4.056
C -0.662 2.552 -2.587
C 0.510 2.041 -2.295
H 1.571 0.517 -3.330
H -0.021 0.679 -5.346
H -2.062 2.371 -4.580
H -1.164 3.201 -2.029
H 1.104 2.127 -1.387
N -1.635 0.139 1.926
C -0.957 0.430 3.145
C -0.399 1.578 2.935
C -0.559 1.877 1.435
C -1.265 0.852 0.882
H -2.136 -0.666 1.977
H -1.251 -0.052 3.813
H 0.231 2.011 3.817
H -0.131 2.768 1.027
H -1.897 0.796 -0.126
*
```

## Properties
Frontier orbital gap, eV: 8.95
F_max, eV/A: 13.64
Total energy, eV: -34303.06734
Lowest unoccupied orbital energy, eV: 0.735
HOMO, eV: -8.2
Energy above the lowest of the compared OMol25 structures with the same formula, charge and spin, kcal/mol: 248.4
SMILES string: c1cc[nH]c1.c1cc[nH]c1.c1cc[nH]c1.c1cc[nH]c1.c1cc[nH]c1.c1cc[nH]c1


Computed, not measured: the molecule C5H10N2O in a non-equilibrium geometry, with the ωB97M-V functional and the def2-TZVPD basis.

Geometry as ORCA input:
```
! wB97M-V def2-TZVPD RIJCOSX def2/J DEFGRID3
* xyz 0 1
C 2.315 -1.451 0.018
C 0.507 1.700 0.842
C -2.273 -0.742 -0.379
C -0.440 1.049 -0.125
C -0.910 -0.253 0.012
O -1.109 1.986 -0.869
N 0.055 -1.159 0.285
N 1.059 -0.901 -0.477
H -1.543 1.541 -1.613
H 2.998 -0.649 0.322
H 2.185 -2.087 0.900
H 2.806 -2.038 -0.761
H 0.863 1.007 1.606
H 0.003 2.527 1.352
H 1.371 2.104 0.309
H -2.297 -1.096 -1.416
H -3.031 0.039 -0.272
H -2.559 -1.577 0.267
*
```

## Properties
Frontier orbital gap, eV: 8.74
F_max, eV/A: 2.56
Total energy, eV: -10372.22870
Lowest unoccupied orbital energy, eV: 0.691
HOMO, eV: -8.0
Energy above the lowest of the compared OMol25 structures with the same formula, charge and spin, kcal/mol: 70.9
SMILES string: C/N=N/C(C)=C(\C)O


Computed, not measured: C5H7N as an isolated structure, with the ωB97M-V functional and the def2-TZVPD basis.

Geometry as ORCA input:
```
! wB97M-V def2-TZVPD RIJCOSX def2/J DEFGRID3
* xyz 0 1
C 0.800 0.415 1.331
C -0.676 0.277 0.741
C -0.143 0.599 -0.683
C -0.812 -0.635 -1.242
N -0.459 -1.114 0.163
C 0.875 -0.314 0.017
H 1.246 1.429 1.290
H 1.240 -0.123 2.184
H -1.667 0.494 1.170
H -0.002 1.609 -1.082
H -0.263 -1.220 -1.996
H -1.863 -0.540 -1.536
H 1.723 -0.878 -0.356
*
```

## Properties
Frontier orbital gap, eV: 10.28
F_max, eV/A: 0.91
Total energy, eV: -6784.29567
Lowest unoccupied orbital energy, eV: 1.203
HOMO, eV: -9.1
Energy above the lowest of the compared OMol25 structures with the same formula, charge and spin, kcal/mol: 97.2


Computed, not measured: C9H18IMnN5O2 as an isolated structure in a non-equilibrium geometry, with the ωB97M-V functional and the def2-TZVPD basis.

Geometry as ORCA input:
```
! wB97M-V def2-TZVPD RIJCOSX def2/J DEFGRID3
* xyz 2 2
Mn -0.354 -0.048 -0.180
N 1.394 -1.560 0.217
N 2.467 -0.701 0.564
C 2.239 0.655 0.705
O 3.056 1.441 1.070
O 0.975 0.959 0.412
H 1.210 -2.209 0.997
H 1.662 -2.130 -0.594
H 3.420 -1.045 0.564
I -1.391 1.119 -2.320
C -0.479 -0.783 -2.049
H 0.451 -0.847 -2.612
H -1.154 -1.601 -2.307
C -1.532 2.808 4.606
C -0.180 2.531 3.964
N -0.389 1.791 2.739
C -1.398 0.941 2.542
N -1.442 0.281 1.356
C -2.624 -0.502 1.062
C -3.029 -1.293 2.309
C -3.360 -0.270 3.386
N -2.322 0.743 3.488
C -2.324 1.515 4.723
H -2.082 3.528 4.001
H -1.392 3.243 5.594
H 0.457 1.951 4.643
H 0.344 3.457 3.723
H 0.230 1.974 1.955
H -2.382 -1.195 0.210
H -3.446 0.159 0.743
H -2.191 -1.917 2.626
H -3.893 -1.927 2.112
H -3.458 -0.768 4.355
H -4.317 0.216 3.160
H -1.915 0.891 5.525
H -3.366 1.739 4.974
*
```

## Properties
Frontier orbital gap (spin up / spin down), eV: 6.00 / 7.84
F_max, eV/A: 1.99
Total energy, eV: -60573.45917
Lowest unoccupied orbital energy (spin up / spin down), eV: -10.181 / -8.399
HOMO (spin up / spin down), eV: -16.2 / -16.2


Computed, not measured: C37H22CaClN5O10STe as an isolated structure in a non-equilibrium geometry, with the ωB97M-V functional and the def2-TZVPD basis.

Geometry as ORCA input:
```
! wB97M-V def2-TZVPD RIJCOSX def2/J DEFGRID3
* xyz -2 1
Ca -0.674 0.547 -0.733
S -2.876 3.813 2.099
C -1.624 3.213 3.139
C -1.239 3.658 4.374
C -0.338 2.849 5.037
C 0.285 1.739 4.412
C -0.054 1.347 3.146
C -1.046 2.078 2.512
N -1.549 1.774 1.255
C -2.569 2.528 0.967
C -3.387 2.341 -0.193
C -4.714 2.832 -0.206
C -5.522 2.707 -1.312
C -4.959 2.083 -2.412
C -3.673 1.554 -2.384
C -2.837 1.629 -1.270
H -1.661 4.547 4.838
H -0.027 3.092 6.029
H 0.961 1.146 5.007
H 0.483 0.509 2.690
H -5.095 3.229 0.712
H -6.532 3.076 -1.265
H -5.586 1.907 -3.283
H -3.357 1.076 -3.314
O 2.470 -4.611 -1.235
C 1.831 -4.507 -2.392
O 2.075 -5.181 -3.370
C 0.798 -3.387 -2.491
C -0.051 -3.186 -3.550
Cl -0.209 -4.042 -4.983
N -0.867 -2.187 -3.245
N -0.680 -1.698 -1.998
C 0.356 -2.417 -1.541
C 0.867 -2.092 -0.142
O 1.722 -2.834 0.359
O 0.396 -1.082 0.385
C -1.922 -1.665 -4.027
C -1.588 -0.988 -5.178
C -2.641 -0.570 -5.981
C -3.939 -0.825 -5.651
C -4.262 -1.451 -4.426
C -3.254 -1.874 -3.621
H 2.155 -3.878 -0.554
H -0.561 -0.805 -5.437
H -2.486 0.005 -6.870
H -4.742 -0.505 -6.314
H -5.278 -1.668 -4.119
H -3.509 -2.400 -2.694
Te 0.966 -1.821 5.360
C 0.400 -0.836 7.150
C -0.871 -0.260 7.363
C -1.160 0.456 8.492
C -0.218 0.564 9.530
C 1.041 -0.079 9.378
C 1.381 -0.706 8.179
H -1.601 -0.366 6.557
H -2.123 0.960 8.613
H -0.529 1.075 10.432
H 1.805 0.016 10.155
H 2.397 -1.137 8.045
O 0.778 0.663 -2.839
C 1.698 0.872 -2.040
O 1.569 1.311 -0.898
C 3.110 0.342 -2.452
C 3.463 0.033 -3.793
C 4.773 -0.217 -4.098
C 5.765 -0.304 -3.138
C 5.398 -0.079 -1.855
C 4.084 0.283 -1.479
N 6.400 -0.180 -0.773
O 5.968 -0.064 0.347
O 7.574 -0.311 -1.057
N 5.125 -0.464 -5.501
O 4.199 -0.521 -6.258
O 6.291 -0.566 -5.831
H 2.696 0.111 -4.538
H 6.741 -0.659 -3.366
H 3.791 0.458 -0.450
*
```

## Properties
Frontier orbital gap, eV: 3.88
F_max, eV/A: 2.12
Total energy, eV: -115742.60182
Lowest unoccupied orbital energy, eV: 2.753
HOMO, eV: -1.1
Energy above the lowest of the compared OMol25 structures with the same formula, charge and spin, kcal/mol: 4.0


Computed, not measured: C17H23Br2ORuSTe2 as an isolated structure, with the ωB97M-V functional and the def2-TZVPD basis.

Geometry as ORCA input:
```
! wB97M-V def2-TZVPD RIJCOSX def2/J DEFGRID3
* xyz 2 6
Ru 0.056 0.552 -0.131
Br 0.006 -0.152 2.506
C -1.381 -1.459 2.159
Br -1.594 -1.715 0.254
H -2.311 -1.078 2.560
H -1.073 -2.399 2.601
C -0.490 -1.938 -8.590
C -0.503 -1.683 -7.114
C -1.173 -2.546 -6.247
C -1.194 -2.326 -4.887
C -1.936 -3.319 -4.022
C -0.498 -1.196 -4.362
C -0.523 -1.054 -2.948
O 0.140 -0.251 -2.249
C 0.181 -0.302 -5.240
C 0.917 0.941 -4.806
C 0.155 -0.570 -6.591
H -1.028 -2.847 -8.848
H 0.536 -2.023 -8.950
H -0.947 -1.100 -9.120
H -1.688 -3.406 -6.655
H -2.374 -4.092 -4.648
H -2.755 -2.851 -3.471
H -1.278 -3.815 -3.307
H -1.195 -1.744 -2.427
H 0.733 1.223 -3.777
H 0.637 1.768 -5.457
H 1.993 0.790 -4.923
H 0.662 0.106 -7.269
C 4.027 1.002 0.683
Te 2.755 0.611 -0.961
C 2.897 -1.498 -0.737
H 3.641 0.532 1.583
H 4.103 2.078 0.817
H 5.000 0.594 0.420
H 3.822 -1.829 -1.200
H 2.051 -1.966 -1.234
H 2.900 -1.727 0.326
Te -1.181 2.554 -1.404
C -2.332 3.707 -0.200
C -3.644 4.049 -0.486
C -4.175 4.939 0.469
C -3.262 5.275 1.434
S -1.765 4.498 1.210
H -4.193 3.672 -1.336
H -5.182 5.326 0.440
H -3.402 5.951 2.263
*
```

## Properties
Frontier orbital gap (spin up / spin down), eV: 7.97 / 5.85
F_max, eV/A: 0.52
Total energy, eV: -188120.37568
Lowest unoccupied orbital energy (spin up / spin down), eV: -5.941 / -8.432
HOMO (spin up / spin down), eV: -13.9 / -14.3
Energy above the lowest of the compared OMol25 structures with the same formula, charge and spin, kcal/mol: 9.5